Record 1
ORCA calculation (ωB97M-V/def2-TZVPD) on a molecular structure, C37H42MnN9O.

```
90
Properties=species:S:1:pos:R:3:forces:R:3:lowdin_charge:R:1
Mn 0.748 -0.713 -0.406 0.71 -0.10 0.12 0.626
C -3.331 -2.146 -1.074 -0.04 0.02 0.00 -0.044
C -2.207 -1.315 -0.932 -0.08 0.09 0.04 -0.096
N -0.983 -1.780 -0.863 -0.02 0.14 -0.14 0.067
C -0.776 -3.123 -0.955 0.00 -0.03 -0.02 -0.141
C -1.844 -4.033 -1.065 0.05 0.05 0.00 -0.162
C -3.149 -3.498 -1.129 0.01 -0.01 0.01 -0.021
C -1.574 -5.424 -1.086 0.00 0.00 0.00 -0.073
C -0.278 -5.840 -0.985 0.00 -0.03 0.01 -0.100
C 0.801 -4.940 -0.906 -0.02 0.05 0.01 -0.029
C 0.595 -3.567 -0.912 -0.03 -0.02 -0.07 -0.208
N 1.501 -2.554 -0.819 0.04 0.22 0.19 0.020
C 2.852 -2.689 -0.864 -0.05 0.00 -0.05 -0.197
C 3.618 -3.712 -1.414 0.04 0.01 0.02 -0.036
C 5.024 -3.673 -1.375 -0.05 -0.06 -0.03 -0.108
C 5.712 -2.643 -0.800 0.04 0.04 0.01 -0.081
C 4.984 -1.551 -0.265 -0.13 -0.03 -0.01 -0.168
C 5.596 -0.424 0.323 0.04 -0.02 -0.02 -0.031
C 4.821 0.596 0.787 0.00 0.09 0.03 -0.061
C 3.423 0.520 0.651 -0.01 0.00 0.01 -0.131
N 2.818 -0.517 0.118 -0.03 0.09 -0.02 0.067
C 3.574 -1.562 -0.321 0.02 -0.06 -0.02 -0.125
H -4.314 -1.695 -1.123 0.00 -0.01 0.00 0.100
H -2.312 -0.240 -0.868 0.01 -0.04 0.01 0.089
H -3.992 -4.175 -1.216 0.00 0.01 0.00 0.109
H -2.395 -6.127 -1.159 0.01 0.00 0.00 0.096
H -0.059 -6.902 -0.964 0.00 0.00 0.00 0.095
H 1.792 -5.342 -0.780 0.04 -0.01 -0.01 0.082
H 3.142 -4.535 -1.921 -0.02 -0.02 0.00 0.085
H 5.571 -4.497 -1.820 0.00 0.00 0.00 0.095
H 6.795 -2.633 -0.764 0.00 0.00 0.01 0.095
H 6.678 -0.385 0.388 -0.01 0.00 0.01 0.108
H 5.261 1.476 1.240 -0.01 0.00 0.01 0.099
H 2.777 1.325 0.978 -0.02 0.00 0.04 0.079
C 1.759 3.589 -0.868 -0.02 -0.08 0.03 -0.076
N 1.907 2.280 -1.492 0.00 0.00 -0.05 -0.230
C 3.143 2.094 -2.219 0.01 -0.01 0.00 -0.100
C 1.072 1.212 -1.402 -0.57 -0.44 0.13 -0.273
N -0.142 1.156 -0.923 -0.06 0.22 -0.13 -0.071
H 2.757 3.959 -0.611 0.00 -0.01 0.01 0.074
H 1.179 3.509 0.044 -0.01 0.00 -0.01 0.057
H 1.287 4.325 -1.526 -0.02 0.00 -0.03 0.070
H 3.186 2.740 -3.105 0.00 -0.01 0.00 0.078
H 3.203 1.055 -2.537 0.00 0.01 0.01 0.078
H 4.011 2.328 -1.590 0.00 0.00 0.00 0.068
C 0.654 0.784 5.057 0.06 -0.02 -0.02 -0.071
N 0.333 0.035 3.881 -0.12 0.03 0.01 -0.124
C 0.164 -1.390 3.925 -0.03 0.03 0.00 -0.079
C 0.135 -1.742 2.439 -0.08 0.03 -0.06 -0.490
O -0.094 -2.868 2.028 0.01 -0.01 0.00 0.038
N 0.388 -0.627 1.711 0.01 -0.07 -0.02 0.091
C 0.573 0.435 2.566 0.11 -0.01 0.01 -0.486
N 0.878 1.632 2.181 -0.01 -0.07 -0.06 0.117
H -0.087 0.590 5.837 0.00 -0.02 0.00 0.083
H 0.633 1.853 4.852 -0.01 0.01 0.00 0.066
H 1.646 0.534 5.461 0.01 0.01 -0.01 0.085
H -0.768 -1.697 4.409 0.00 0.00 0.01 0.121
H 0.998 -1.908 4.414 0.01 0.00 0.00 0.126
H -0.572 2.378 0.602 -0.05 -0.06 0.07 0.050
H 0.951 2.254 2.978 0.01 0.02 0.04 0.027
C -1.817 1.099 -3.716 -0.01 0.02 0.02 -0.063
C -2.192 2.458 -3.109 0.05 0.03 0.01 -0.369
C -1.011 3.423 -3.149 -0.05 0.01 -0.07 -0.074
C -2.887 2.290 -1.762 0.07 -0.04 0.06 -0.137
C -4.276 2.205 -1.835 0.04 -0.04 0.03 -0.064
C -5.065 2.006 -0.717 -0.07 0.01 -0.01 -0.100
C -4.452 1.844 0.511 -0.01 -0.03 0.00 -0.056
C -3.068 1.882 0.633 0.04 0.03 -0.06 -0.146
C -2.435 1.562 1.971 -0.02 0.05 0.03 -0.384
C -2.240 2.817 2.822 0.01 0.03 -0.01 -0.057
C -3.177 0.482 2.756 -0.01 0.00 0.03 -0.062
C -2.264 2.161 -0.497 0.02 0.09 -0.13 -0.165
N -0.859 2.320 -0.371 0.03 -0.08 0.06 0.025
H -1.462 1.229 -4.743 0.00 0.01 0.02 0.073
H -2.680 0.429 -3.736 0.00 0.02 -0.01 0.073
H -1.030 0.629 -3.129 0.02 -0.02 0.00 0.053
H -2.960 2.895 -3.757 -0.02 -0.03 0.00 0.114
H -0.129 2.990 -2.693 0.05 0.01 0.02 0.034
H -1.248 4.357 -2.636 0.03 0.01 0.02 0.081
H -0.777 3.652 -4.193 0.00 0.01 0.01 0.076
H -4.745 2.303 -2.808 0.00 0.01 0.01 0.105
H -6.144 1.961 -0.806 0.00 0.01 0.00 0.091
H -5.058 1.648 1.388 0.01 -0.01 -0.02 0.100
H -1.456 1.151 1.757 0.08 -0.03 -0.06 0.079
H -3.205 3.257 3.091 0.00 -0.01 -0.01 0.079
H -1.665 3.574 2.282 -0.01 -0.01 0.02 0.077
H -1.704 2.575 3.744 -0.01 0.00 0.00 0.064
H -4.147 0.825 3.128 0.02 -0.01 -0.01 0.067
H -2.576 0.191 3.622 -0.01 0.01 -0.01 0.068
H -3.335 -0.408 2.144 -0.01 0.01 0.00 0.084
```
Forces are in eV/Å.

- Gap between HOMO and LUMO (spin up / spin down): 0.224 / 0.230 Eh
- Net charge: -1
- Multiplicity: 2
- HOMO energy (spin up / spin down): -3.4139 / -3.5850 eV

Record 2
ORCA calculation (ωB97M-V/def2-TZVPD) on a molecular structure, C4H10NO3 at a distorted geometry.

```
18
Properties=species:S:1:pos:R:3:forces:R:3:lowdin_charge:R:1
O -2.626 -3.108 -0.247 -0.66 0.35 -0.27 -0.027
C -1.941 -2.196 -0.676 2.67 -1.55 2.11 -0.341
N -0.671 -1.979 -0.117 -0.73 0.30 -0.99 0.003
C 0.110 -0.740 -0.111 -2.83 1.20 0.20 -0.187
C -0.662 0.332 0.746 2.12 0.56 -2.29 -0.178
C 0.262 1.586 0.651 -1.62 1.10 -1.93 -0.469
O 1.540 1.362 0.872 1.55 -0.79 1.79 -0.234
H -2.173 -1.680 -1.580 -0.14 0.92 -0.76 0.114
H -0.555 -2.354 0.792 -0.51 -1.15 0.68 0.107
H 0.152 -0.380 -1.150 0.69 0.04 0.41 0.120
H 1.044 -0.839 0.433 0.33 -0.33 -0.76 0.115
H -1.649 0.586 0.355 -0.10 -0.22 -0.03 0.095
H -0.708 0.031 1.760 -0.19 -0.53 1.16 0.083
H 0.161 2.019 -0.450 -0.45 -0.46 1.46 0.125
H -0.211 2.308 1.344 0.08 0.50 -0.06 0.082
H 2.394 1.661 0.042 -0.22 -0.04 -1.55 -0.016
H 2.492 1.558 -1.700 -0.11 -0.06 0.09 -0.073
O 3.041 1.836 -0.965 0.14 0.16 0.72 -0.320
```
Forces are in eV/Å.

- ΔE to the lowest compared entry with this formula, charge and spin: 254.3 kJ/mol
- Gap between HOMO and LUMO: 0.280 Eh
- Net charge: -1
- HOMO energy: -4.0525 eV

Record 3
ORCA calculation (ωB97M-V/def2-TZVPD) on 2 unconnected molecules or ions with the total composition C12H20OSi at a distorted geometry.

```
34
Properties=species:S:1:pos:R:3:forces:R:3:lowdin_charge:R:1
C -0.227 -0.109 -3.909 -5.33 -1.32 1.79 0.003
C 2.565 1.789 1.050 1.08 -0.08 -0.33 0.007
C -1.959 1.503 2.374 -0.94 -0.14 3.09 -0.106
C 0.354 -1.106 2.843 -0.49 -2.52 2.48 0.011
C 0.001 0.615 -2.840 0.77 -0.57 -0.13 -0.301
C 1.514 1.317 0.400 -0.78 0.57 0.77 -0.223
C -1.321 1.915 1.366 1.36 0.94 -4.08 0.010
C 0.779 0.015 2.351 0.63 2.57 0.68 -0.279
C 1.578 -2.191 -1.350 1.26 -1.25 0.93 -0.136
C -2.154 -1.451 0.267 1.48 -1.86 -1.47 -0.142
C -0.827 0.797 -1.679 -1.55 -1.12 0.41 -0.235
C 0.601 0.313 0.963 -0.93 1.68 -1.11 -0.234
O 0.266 -1.840 -0.977 0.11 -1.33 0.05 -0.267
Si -0.526 -0.595 -0.301 -0.91 1.76 0.07 0.537
H 0.508 -0.360 -4.513 3.31 -0.77 -3.13 -0.007
H -1.223 -0.730 -4.081 1.95 1.60 0.50 0.117
H 3.106 2.589 0.559 0.25 0.05 0.42 0.059
H 2.954 1.321 1.937 0.22 0.12 0.22 0.053
H -2.951 1.743 2.757 -0.07 0.27 -0.50 0.067
H -1.338 1.069 3.144 -0.05 -1.07 0.24 0.041
H 0.397 -1.344 3.948 -0.08 0.22 -1.48 0.093
H -0.009 -1.858 2.158 -0.12 -0.29 0.28 0.043
H 0.957 0.994 -2.705 2.09 0.78 -0.25 0.076
H 1.269 1.963 -0.425 -0.55 -0.58 -0.74 0.087
H -1.549 2.596 0.493 0.30 -1.07 1.09 0.075
H 1.136 0.822 3.079 -0.28 -1.06 -1.32 0.143
H 2.210 -2.849 -0.546 -1.68 1.93 -1.26 0.126
H 2.088 -1.247 -1.585 0.46 -0.65 -0.11 0.073
H 1.566 -2.912 -2.205 -0.25 0.97 0.32 0.083
H -2.401 -2.074 -0.696 0.10 1.21 1.69 0.067
H -1.726 -2.234 0.949 -0.75 0.55 -0.32 0.019
H -3.043 -0.997 0.704 0.39 0.22 -0.20 0.021
H -1.774 0.732 -2.186 -1.38 -0.52 0.73 0.078
H -0.821 1.806 -1.344 0.40 0.76 0.69 0.040
```
Forces are in eV/Å.

- ΔE to the lowest compared entry with this formula, charge and spin: 638.5 kJ/mol
- Gap between HOMO and LUMO (spin up / spin down): 0.285 / 0.281 Eh
- HOMO energy (spin up / spin down): -8.2365 / -7.6204 eV

Record 4
ORCA calculation (ωB97M-V/def2-TZVPD) on 3 unconnected molecules or ions with the total composition C5H17N2O at a distorted geometry.

```
25
Properties=species:S:1:pos:R:3:forces:R:3:lowdin_charge:R:1
N -1.316 -0.990 -0.348 0.15 0.89 0.17 0.071
C -0.653 0.077 -1.086 0.49 0.87 -0.24 -0.418
C -1.646 1.035 -1.732 0.47 0.09 -0.31 -0.039
C 0.217 0.841 -0.075 -0.34 -1.42 -0.91 -0.178
N 1.108 -0.041 0.488 -1.31 1.51 1.68 0.157
C 1.828 0.486 1.582 0.95 -0.92 -0.59 -0.013
C 2.916 -2.192 -0.572 0.89 -0.12 -0.16 -0.036
H 3.052 -2.795 -1.467 -0.56 -0.02 -0.09 0.031
H -0.777 -1.160 0.490 -0.16 -0.91 -0.01 0.072
H -1.504 -1.816 -0.897 0.18 -0.13 0.14 0.109
H 0.118 -0.271 -1.783 -0.52 -0.38 -0.46 0.140
H -2.059 1.740 -1.019 -0.25 -0.17 0.31 0.074
H -2.442 0.463 -2.187 -0.23 0.03 -0.18 0.088
H -1.162 1.649 -2.488 0.05 -0.13 -0.23 0.089
H -0.490 1.148 0.755 -0.18 0.11 0.37 0.171
H 0.698 1.770 -0.403 -0.11 0.34 0.14 0.188
H 2.524 -0.285 1.901 0.34 0.37 0.20 0.106
H 1.112 0.667 2.398 -0.18 0.00 -0.06 0.152
H 2.267 1.458 1.328 0.10 0.05 0.25 0.139
H 2.994 -2.852 0.291 0.04 0.13 0.07 0.033
H 3.763 -1.503 -0.613 -0.03 0.07 0.37 0.029
H 1.991 -1.629 -0.520 -0.06 -0.35 -0.43 -0.030
H -2.584 0.139 1.037 0.09 0.08 -0.34 0.040
H -2.735 0.949 2.316 0.04 0.30 -0.04 0.070
O -2.385 1.011 1.416 0.14 -0.29 0.37 -0.045
```
Forces are in eV/Å.

- ΔE to the lowest compared entry with this formula, charge and spin: 505.0 kJ/mol
- Gap between HOMO and LUMO: 0.209 Eh
- Net charge: +1
- HOMO energy: -13.8428 eV

Record 5
ORCA calculation (ωB97M-V/def2-TZVPD) on 3 unconnected molecules or ions with the total composition C15H16BN3O9 at a distorted geometry.

```
44
Properties=species:S:1:pos:R:3:forces:R:3:lowdin_charge:R:1
N 2.061 1.938 -3.950 -1.65 -0.83 2.48 0.156
B 0.717 1.381 -3.549 0.36 1.58 -0.48 -0.580
O -0.411 2.251 -3.394 1.39 -1.89 -1.08 0.105
O 0.699 -0.063 -3.297 0.31 -0.30 -2.72 0.129
C 0.101 -0.769 -4.369 -5.66 0.83 -0.47 -0.404
O -1.134 -0.601 -4.555 4.92 -1.02 0.63 0.110
O 0.762 -1.692 -5.214 0.82 2.88 1.86 0.008
C 2.040 -1.194 -5.677 1.59 -0.62 -0.70 -0.123
C 1.941 -0.153 -6.892 -2.06 1.76 -0.46 -0.158
O 1.019 0.673 -7.068 2.89 -2.95 1.04 0.029
H 2.131 2.914 -3.599 0.07 -0.87 -0.60 0.089
H 2.734 1.356 -3.409 -0.21 0.69 -0.87 0.083
H -0.641 2.719 -4.223 0.30 -0.24 0.78 0.127
H 2.610 -2.110 -6.091 -1.03 1.38 0.63 0.142
H 2.709 -0.787 -4.827 -1.24 -0.38 -1.32 0.142
H 2.777 -0.203 -7.689 -0.85 -0.10 1.28 0.135
C -1.616 1.178 2.149 0.01 0.12 -0.04 -0.091
C -1.712 1.170 0.761 0.08 0.18 0.20 -0.059
C -1.181 2.220 0.020 -0.02 -0.03 -0.16 0.013
C -0.551 3.273 0.681 -0.34 -0.68 0.48 -0.139
C -0.459 3.291 2.071 0.05 0.06 0.08 0.001
C -0.995 2.238 2.804 -0.07 -0.04 -0.26 -0.069
N 0.031 4.367 -0.098 0.21 0.46 -0.30 -0.343
O -0.088 4.323 -1.313 0.10 0.07 0.61 0.069
O 0.605 5.260 0.511 -0.26 -0.41 -0.26 0.069
H -2.026 0.354 2.724 0.02 0.10 -0.06 0.105
H -2.198 0.342 0.256 0.09 0.12 0.01 0.114
H -1.262 2.201 -1.062 0.12 0.18 0.12 0.106
H 0.025 4.109 2.593 -0.02 -0.04 -0.26 0.118
H -0.926 2.240 3.887 0.04 0.03 -0.14 0.109
C -1.289 -4.450 5.423 0.01 0.02 -0.01 -0.072
C -1.384 -4.459 4.035 0.10 0.18 0.16 -0.066
C -0.853 -3.409 3.293 -0.01 -0.02 -0.09 -0.001
C -0.223 -2.356 3.955 -0.35 -0.64 0.45 -0.146
C -0.131 -2.337 5.345 0.04 0.06 0.08 -0.002
C -0.668 -3.390 6.078 -0.04 -0.04 -0.27 -0.067
N 0.361 -1.260 3.177 0.31 0.43 -0.38 -0.345
O 0.244 -1.300 1.961 0.07 -0.03 0.61 0.070
O 0.934 -0.370 3.788 -0.30 -0.41 -0.26 0.072
H -1.701 -5.274 5.998 0.04 0.10 -0.07 0.108
H -1.871 -5.287 3.529 0.07 0.13 0.02 0.109
H -0.933 -3.427 2.212 0.13 0.18 0.15 0.120
H 0.353 -1.519 5.867 -0.02 -0.04 -0.27 0.119
H -0.600 -3.388 7.160 0.01 0.04 -0.13 0.109
```
Forces are in eV/Å.

- Gap between HOMO and LUMO: 0.330 Eh
- HOMO energy: -9.7223 eV

Record 6
ORCA calculation (ωB97M-V/def2-TZVPD) on a molecular structure, C37H43Cl2N4O2Zr.

```
89
Properties=species:S:1:pos:R:3:forces:R:3:lowdin_charge:R:1
Zr 0.360 0.136 -0.085 -0.42 -0.16 0.01 1.595
O 3.357 -1.846 1.929 -0.05 -0.09 0.06 0.134
C 2.381 -1.706 1.241 -0.13 -0.09 -0.13 -0.460
N 1.217 -0.983 1.534 0.85 0.48 0.01 -0.063
C 1.207 -0.333 2.800 -0.23 -0.03 -0.16 -0.438
O 2.165 0.034 3.420 0.00 -0.06 0.07 0.146
C -0.191 -0.110 3.300 -0.01 0.12 0.05 -0.213
C -0.416 0.061 4.656 -0.05 0.01 -0.05 0.020
C -1.711 0.314 5.077 0.02 0.00 0.00 -0.031
C -2.711 0.415 4.124 0.00 0.00 -0.03 -0.038
C -2.378 0.252 2.788 -0.01 0.01 0.07 -0.143
N -1.146 -0.021 2.373 0.12 -0.09 -0.14 0.038
C 2.294 -2.403 -0.098 0.15 0.07 0.25 -0.208
C 3.299 -3.280 -0.459 -0.15 -0.09 -0.16 0.028
C 3.174 -3.944 -1.669 0.01 0.00 0.01 -0.018
C 2.058 -3.699 -2.455 -0.03 0.02 -0.01 -0.021
C 1.121 -2.773 -2.029 0.06 0.02 0.01 -0.103
N 1.239 -2.119 -0.869 -0.08 0.20 0.04 0.015
H 0.418 -0.002 5.340 0.01 0.00 0.00 0.130
H -1.936 0.441 6.127 0.00 0.00 0.01 0.119
H -3.735 0.622 4.402 0.00 0.01 0.00 0.114
H -3.141 0.366 2.029 0.00 -0.01 0.01 0.073
H 4.133 -3.427 0.211 -0.01 0.01 0.02 0.130
H 3.928 -4.647 -1.995 0.01 0.00 0.01 0.121
H 1.911 -4.210 -3.396 0.00 0.00 0.00 0.117
H 0.259 -2.538 -2.636 0.01 -0.01 -0.01 0.099
Cl -1.915 -1.754 -0.139 -0.03 0.01 -0.09 0.632
C -3.129 -0.526 -0.586 0.00 -0.01 -0.02 -0.856
Cl -2.396 1.092 -0.499 0.10 -0.08 0.01 0.656
H -3.947 -0.579 0.122 -0.01 -0.01 -0.03 0.041
H -3.446 -0.717 -1.604 -0.01 0.02 0.01 0.020
C -1.276 4.332 3.172 -0.02 0.00 -0.02 -0.040
C 0.130 4.198 2.574 0.06 -0.08 0.05 -0.616
C 1.149 3.961 3.702 -0.03 0.02 -0.01 -0.029
C 0.494 5.461 1.787 -0.01 0.04 -0.02 -0.037
C 0.171 3.031 1.683 0.04 0.07 0.00 -0.096
C 0.239 2.051 0.964 -0.02 -0.20 -0.12 -0.183
H -1.308 5.191 3.843 0.00 0.00 0.01 0.091
H -1.542 3.440 3.741 0.00 -0.01 0.00 0.075
H -2.023 4.481 2.390 0.00 0.00 -0.01 0.088
H 1.129 4.806 4.392 0.00 0.00 0.00 0.093
H 2.160 3.861 3.307 0.01 0.00 -0.02 0.082
H 0.910 3.052 4.255 0.01 -0.01 0.01 0.081
H 0.460 6.326 2.451 0.01 0.01 0.00 0.092
H -0.208 5.629 0.969 0.00 0.00 0.00 0.091
H 1.499 5.390 1.369 0.00 -0.02 0.00 0.075
C 1.310 0.769 -6.787 0.03 0.00 -0.04 -0.038
C 0.706 0.403 -5.460 0.04 0.02 0.02 -0.249
C -0.474 -0.322 -5.397 -0.06 -0.03 0.00 -0.009
C -1.043 -0.618 -4.165 0.11 0.16 -0.02 -0.271
C -2.339 -1.374 -4.071 -0.04 -0.07 0.03 -0.041
C -0.393 -0.176 -3.023 -0.10 -0.16 -0.02 -0.101
C 0.834 0.509 -3.027 -0.05 0.17 0.11 -0.254
C 1.349 0.808 -4.291 -0.09 -0.01 0.02 0.025
N 1.396 0.793 -1.768 -0.09 -0.04 0.15 -0.118
C 2.632 1.599 -1.524 0.03 -0.28 -0.16 -0.422
C 3.816 1.392 -2.495 0.04 0.01 0.08 -0.080
C 5.050 2.175 -2.008 -0.01 0.02 -0.04 -0.275
C 4.700 3.668 -1.986 0.02 -0.02 -0.02 -0.110
C 3.525 3.896 -1.032 -0.03 0.02 -0.03 -0.275
C 3.910 3.434 0.376 -0.01 0.02 0.07 -0.102
C 4.317 1.961 0.351 0.06 -0.12 -0.03 -0.255
C 5.484 1.744 -0.612 0.03 -0.03 0.07 -0.110
C 3.153 1.108 -0.162 0.00 0.04 0.08 -0.121
C 2.306 3.096 -1.506 -0.01 0.05 -0.01 -0.077
H 0.801 0.266 -7.607 0.00 0.00 0.00 0.078
H 2.367 0.501 -6.826 0.00 0.00 0.01 0.086
H 1.242 1.844 -6.958 -0.01 0.00 0.00 0.090
H -0.957 -0.647 -6.311 -0.01 -0.01 0.00 0.121
H -2.470 -2.039 -4.924 0.00 0.02 -0.02 0.088
H -3.195 -0.694 -4.060 0.01 0.02 0.00 0.090
H -2.375 -1.993 -3.170 -0.01 0.00 0.00 0.059
H -0.898 -0.439 -2.093 0.12 -0.01 0.04 -0.011
H 2.261 1.357 -4.410 0.02 0.05 0.02 0.090
H 3.592 1.804 -3.473 0.01 -0.05 -0.03 0.092
H 4.039 0.327 -2.612 -0.02 -0.02 0.02 0.136
H 5.862 1.996 -2.717 -0.01 0.02 -0.01 0.144
H 4.440 4.012 -2.991 -0.01 -0.01 0.00 0.123
H 5.570 4.247 -1.663 -0.01 0.01 0.01 0.125
H 3.262 4.957 -1.013 0.02 0.00 0.00 0.142
H 3.065 3.574 1.058 0.00 -0.01 0.00 0.096
H 4.741 4.034 0.758 0.00 0.01 -0.01 0.129
H 4.589 1.623 1.353 -0.03 0.00 0.01 0.151
H 5.781 0.691 -0.602 -0.01 -0.01 -0.02 0.125
H 6.355 2.325 -0.295 -0.01 0.02 0.01 0.127
H 2.388 1.130 0.633 -0.09 0.16 -0.03 0.062
H 3.490 0.073 -0.281 0.00 0.01 0.01 0.119
H 2.021 3.399 -2.519 0.00 0.01 0.00 0.131
H 1.453 3.288 -0.853 0.03 -0.03 0.01 0.092
```
Forces are in eV/Å.

- ΔE to the lowest compared entry with this formula, charge and spin: 187.2 kJ/mol
- Gap between HOMO and LUMO: 0.262 Eh
- Net charge: +1
- HOMO energy: -10.3900 eV